[1]
Formula: C31H60N3O7
Source: the OMol25 dataset
Level of theory: ωB97M-V/def2-TZVPD

Geometry as XYZ:
```
101
Properties=species:S:1:pos:R:3:forces:R:3
C 5.6857 -3.7949 -3.8214 -0.1 0.4 -0.2
C 4.3909 -3.0639 -3.2163 -1.3 -0.3 0.4
C 3.1001 -3.8745 -2.9514 0.4 5.3 1.1
C 1.9587 -2.9761 -2.3474 4.5 -1.0 -1.8
N 2.2832 -1.6099 -2.1361 -2.7 -2.2 0.5
C 1.1433 -0.8181 -1.5063 -0.4 1.7 0.2
C 0.0777 -0.2907 -2.5840 -0.8 0.5 0.6
C -1.3910 -0.8824 -2.2354 -0.6 0.3 -0.4
C -2.2928 -1.1511 -3.5485 -0.1 -0.6 0.6
C -2.1264 -2.6940 -4.0052 0.4 0.7 -0.1
N -1.2227 -2.7328 -5.2271 -0.9 -1.3 0.8
N 3.3596 -0.8894 -2.3728 2.9 -2.6 -1.4
C 4.4774 -1.5495 -2.9171 -2.2 -2.1 0.5
C 5.8207 -0.7193 -3.1747 -1.0 -0.1 0.8
O 5.9235 -0.4028 -4.5828 1.8 -2.0 1.2
O 4.8494 0.3955 -4.8639 -2.4 1.8 -0.7
H 6.5298 -3.9042 -3.0423 -1.5 0.1 -1.0
H 6.1473 -3.1598 -4.6688 -0.9 -0.9 1.3
H 5.4388 -4.8257 -4.2696 0.2 1.6 0.9
H 2.9930 -4.9885 -3.1408 0.1 1.8 0.2
H 0.9303 -3.4183 -2.0850 1.8 1.3 -0.3
H 1.5863 0.1264 -0.9909 -0.6 -1.9 -0.9
H 0.6150 -1.4804 -0.7453 0.9 0.8 -1.0
H -0.0158 0.8523 -2.4479 0.4 -1.9 -0.3
H 0.3779 -0.4596 -3.6737 -0.3 -0.1 1.6
H -1.3048 -1.8662 -1.6519 -0.1 1.4 -0.8
H -1.9614 -0.1405 -1.5609 1.1 -1.1 -0.9
H -1.9661 -0.4350 -4.3856 -0.5 -1.3 1.1
H -3.4103 -0.9520 -3.3444 1.8 -0.2 -0.1
H -1.5846 -3.3354 -3.2111 -1.1 1.2 -0.9
H -3.1515 -3.1641 -4.1954 1.4 0.6 0.3
H -1.8531 -2.8942 -6.0276 0.7 0.1 0.3
H -0.6670 -3.6030 -5.1110 -0.4 0.7 -0.6
H 5.7908 0.2467 -2.5412 -0.1 -1.5 -1.1
H 6.7298 -1.3493 -2.8463 -1.4 1.0 -0.9
H 4.4752 0.1494 -5.7461 0.9 -0.3 0.9
C 0.1741 -7.8625 -5.6892 -0.5 0.0 -0.1
C 1.5114 -7.7673 -6.3902 0.4 -0.3 0.0
C 1.8603 -6.3033 -6.2081 0.0 0.3 -0.3
O 1.2660 -5.8856 -4.9691 0.0 -0.1 0.1
C 0.3578 -6.9069 -4.5272 0.0 0.0 0.4
H -0.0843 -8.8736 -5.3714 0.0 0.1 0.0
H -0.6184 -7.4983 -6.3510 0.0 -0.1 0.1
H 2.2460 -8.3936 -5.8736 0.0 0.0 -0.1
H 1.4813 -8.0704 -7.4377 0.0 0.1 0.1
H 1.4330 -5.6901 -7.0081 0.1 0.0 0.0
H 2.9387 -6.1301 -6.1750 -0.1 0.1 0.1
H 0.8129 -7.4108 -3.6674 -0.1 -0.1 0.0
H -0.5814 -6.4503 -4.2063 0.1 0.1 0.0
C 1.1387 4.6338 -0.5837 -0.4 0.2 0.3
C 2.5398 4.1765 -0.2439 0.4 0.1 -0.2
C 2.3384 2.6936 -0.0028 0.0 -0.2 0.3
O 1.2487 2.2802 -0.8417 0.1 0.2 0.1
C 0.6005 3.4511 -1.3634 -0.1 0.0 -0.4
H 1.1062 5.5663 -1.1493 0.0 -0.1 0.0
H 0.5597 4.7702 0.3359 0.0 0.1 -0.1
H 3.1987 4.3290 -1.1051 0.0 0.0 0.1
H 2.9748 4.6920 0.6139 0.0 -0.1 0.0
H 2.0554 2.4943 1.0362 0.1 0.0 0.0
H 3.2287 2.1055 -0.2405 -0.1 -0.1 -0.1
H 0.8536 3.5281 -2.4266 -0.1 0.0 0.0
H -0.4826 3.3445 -1.2700 0.1 -0.1 0.0
C 1.0874 7.3894 3.5793 0.5 0.0 -0.1
C -0.1064 8.2707 3.2882 -0.3 0.3 0.2
C -0.8465 7.4634 2.2400 -0.1 -0.1 -0.3
O -0.5761 6.0813 2.5121 0.2 0.2 0.0
C 0.4876 6.0014 3.4726 -0.2 -0.3 0.3
H 1.5486 7.5804 4.5497 0.0 0.0 -0.1
H 1.8493 7.5286 2.8045 0.0 0.0 0.1
H -0.7227 8.3692 4.1877 0.0 0.0 -0.1
H 0.1593 9.2722 2.9455 0.0 -0.1 0.0
H -0.4766 7.6856 1.2329 0.0 0.1 0.0
H -1.9248 7.6372 2.2611 0.1 -0.1 0.0
H 0.0543 5.6822 4.4257 0.1 -0.1 0.0
H 1.2167 5.2522 3.1527 -0.1 0.0 -0.1
C -1.2997 1.4830 5.8037 0.4 -0.3 0.1
C -2.4659 2.0815 6.5580 -0.5 0.0 -0.1
C -2.0237 3.5209 6.7313 0.2 0.2 0.2
O -1.1997 3.8409 5.6012 0.0 -0.3 0.1
C -0.8862 2.6295 4.9019 -0.1 0.2 -0.3
H -1.5524 0.5761 5.2511 0.0 0.1 0.0
H -0.4894 1.2448 6.5010 0.0 0.0 -0.1
H -3.3681 2.0395 5.9396 0.0 0.0 0.1
H -2.6787 1.5840 7.5057 0.0 0.1 -0.1
H -1.4165 3.6447 7.6345 -0.1 0.0 0.1
H -2.8657 4.2152 6.7801 0.1 0.0 -0.1
H -1.4575 2.6251 3.9670 0.1 -0.1 0.0
H 0.1791 2.6101 4.6592 0.0 0.1 0.0
C -5.4340 -2.1600 6.0187 0.4 -0.3 0.2
C -6.7123 -1.6098 6.6099 -0.5 -0.1 -0.1
C -6.3624 -0.1489 6.8124 0.1 0.3 0.2
O -5.4181 0.1979 5.7893 0.0 -0.3 0.0
C -4.9633 -1.0055 5.1563 0.0 0.2 -0.3
H -5.5725 -3.0840 5.4546 0.0 0.1 0.0
H -4.7082 -2.3511 6.8162 0.0 0.0 -0.1
H -7.5266 -1.7019 5.8838 0.0 0.0 0.1
H -7.0198 -2.1061 7.5318 0.0 0.1 -0.1
H -5.8806 0.0138 7.7824 -0.1 0.0 0.0
H -7.2349 0.5047 6.7430 0.1 0.0 0.0
H -5.4112 -1.0483 4.1574 0.1 -0.1 0.0
H -3.8762 -0.9767 5.0499 0.0 0.1 0.0
```
Positions in Å, forces in eV/Å.

Calculated values
E_HOMO   -10.57 eV
Charge   +1
2S+1   1
Orbital gap   0.24201 Ha

Löwdin population analysis, charges in e, atoms 1 to 8: C -0.0590; C -0.0783; C 0.0999; C 0.0855; N -0.1315; C -0.1067; C -0.1456; C -0.2024


[2]
Formula: C6H7O3S
Source: the OMol25 dataset
Level of theory: ωB97M-V/def2-TZVPD

Geometry as XYZ:
```
17
Properties=species:S:1:pos:R:3:forces:R:3
C -0.8578 0.4353 -0.8706 1.7 -2.8 0.9
C 1.5475 -1.0962 -0.8804 -2.7 0.4 0.2
C -0.6923 1.4068 0.2550 2.5 2.2 -2.3
C 0.2294 0.8200 1.3515 1.0 1.2 -0.1
C 0.0942 -0.7374 1.1843 -3.8 1.7 1.5
C -0.0238 -1.0249 -0.2702 2.0 4.5 -2.0
O 1.9927 0.0077 -1.1687 0.7 1.1 -0.2
O 2.0028 -2.2229 -0.8937 0.6 -1.3 0.1
O -1.4026 -0.6560 -3.1203 -0.6 1.0 0.1
S -1.5514 0.6344 -2.3470 1.3 -1.8 1.2
H -0.3401 2.4382 -0.2332 -0.4 -2.0 1.3
H -1.6237 1.6151 0.6321 -2.4 0.5 1.2
H 1.3627 1.0696 1.0924 -2.4 -0.4 0.6
H -0.0782 1.3139 2.3897 0.8 -1.4 -2.0
H 0.9046 -1.0711 1.7734 0.8 -1.5 0.1
H -0.9556 -1.1100 1.6033 2.1 0.8 0.0
H -0.6084 -1.8225 -0.4977 -1.4 -2.4 -0.8
```
Positions in Å, forces in eV/Å.

Calculated values
E_HOMO   -4.16 eV
Charge   -1
2S+1   1
Orbital gap   0.27267 Ha

Löwdin population analysis, charges in e, atoms 1 to 8: C -0.4070; C -0.7259; C -0.2662; C -0.1955; C -0.2119; C -0.1290; O -0.0382; O -0.0235


[3]
Formula: C4H11NO2S
Source: the OMol25 dataset
Level of theory: ωB97M-V/def2-TZVPD

Geometry as XYZ:
```
19
Properties=species:S:1:pos:R:3:forces:R:3
C 1.7446 -1.0362 -0.7511 -0.3 0.8 1.6
N 0.6998 -0.7936 0.2806 -0.1 -0.6 -0.9
C -0.3264 0.2189 -0.0692 1.1 1.4 -1.5
C -0.3786 1.3097 0.9708 0.1 0.1 0.8
S -1.4133 0.9479 2.5055 0.4 0.3 -0.6
C -0.0693 1.0394 -1.5160 -0.3 -1.6 0.8
O 0.7876 2.0224 -1.6005 0.9 0.6 0.2
H 2.4171 -1.7179 -0.2246 0.2 -0.6 -0.7
H 2.3140 -0.1145 -0.9268 -0.1 0.0 -0.5
H 1.3016 -1.3807 -1.6787 0.2 -0.4 0.0
H 1.2267 -0.5438 1.1065 -0.5 0.4 0.2
H -1.3006 -0.2281 -0.2858 0.1 -0.3 0.4
H -0.6218 2.2580 0.4671 -0.4 -0.3 0.3
H 0.6809 1.4569 1.2545 -0.4 0.1 0.2
H -1.1361 1.3714 -1.6370 -0.1 -0.3 -0.5
H 0.1847 0.1674 -2.2302 -0.8 0.5 0.1
H -1.3773 -2.0669 1.4294 0.0 0.2 -0.1
H -2.3973 -0.9635 1.5095 0.2 -0.4 0.3
O -2.3363 -1.9468 1.3960 -0.2 0.1 -0.1
```
Positions in Å, forces in eV/Å.

Calculated values
E_HOMO   0.83 eV
Charge   -2
2S+1   1
Orbital gap   0.20062 Ha

Löwdin population analysis, charges in e, atoms 1 to 8: C -0.1683; N -0.1042; C -0.4333; C -0.6860; S 0.0475; C -0.5423; O -0.3465; H 0.0502


[4]
Formula: C4H12NP2
Source: the OMol25 dataset
Level of theory: ωB97M-V/def2-TZVPD

Geometry as XYZ:
```
19
Properties=species:S:1:pos:R:3:forces:R:3
C 1.1157 -1.2430 -2.5691 -0.7 2.6 1.4
P 0.5572 0.2454 -1.9059 0.8 -2.5 0.3
C 0.1271 -0.0129 0.0578 0.5 -1.6 -2.5
C -0.5188 -1.3960 0.3229 0.3 2.4 -0.7
P 1.6977 0.3262 0.9520 -0.8 0.4 1.9
N -0.8702 1.0327 0.2652 1.7 2.7 -0.5
C -1.2081 1.3231 1.6252 0.9 -0.3 3.6
H 1.6039 -1.0586 -3.4886 0.1 0.4 -1.3
H 1.2876 -2.2707 -2.3273 -0.4 -0.4 1.0
H 0.2872 -2.0253 0.0753 0.6 -1.5 0.1
H -1.3143 -1.5349 -0.4065 -0.3 -0.3 0.2
H -0.8277 -1.4205 1.3476 -0.3 -0.7 0.5
H 2.3818 -0.2700 -0.0200 1.4 -1.0 -1.3
H 1.7186 1.5411 0.2945 0.5 1.0 -0.2
H -1.6078 0.6775 -0.2886 -1.8 0.3 -0.6
H -0.5479 1.9857 -0.1254 -0.5 -1.9 0.0
H -1.7781 0.5612 2.0904 -0.8 -1.1 -0.1
H -0.3135 1.3335 2.3645 -1.0 0.5 -1.8
H -1.7903 2.2056 1.7358 -0.2 0.9 -0.2
```
Positions in Å, forces in eV/Å.

Calculated values
E_HOMO   -13.15 eV
Charge   +1
2S+1   1
Orbital gap   0.32996 Ha

Löwdin population analysis, charges in e, atoms 1 to 8: C -0.2831; P 0.9530; C -0.9503; C -0.0858; P 0.9019; N -0.1048; C -0.0524; H -0.0280


[5]
Formula: C21H23F6FeN5O8PS2SeTe
Source: the OMol25 dataset
Level of theory: ωB97M-V/def2-TZVPD

Geometry as XYZ:
```
69
Properties=species:S:1:pos:R:3:forces:R:3
Fe -0.2794 0.2071 0.0312 0.0 0.2 -0.1
F -2.7396 -0.8219 4.2968 0.1 0.0 0.0
C -1.5455 -0.4392 4.7471 -0.1 0.0 0.0
F -1.2271 -1.2005 5.7939 0.0 0.0 0.0
F -1.6328 0.8291 5.1554 0.0 0.0 0.0
S -0.2636 -0.5656 3.4295 0.0 0.0 0.1
O -0.7638 0.2813 2.3719 0.0 0.1 -0.1
O 0.9431 -0.1776 4.0983 0.0 0.0 0.0
N -0.2480 -2.0983 3.1059 0.0 0.0 -0.1
S -0.7460 -2.7593 1.7605 0.1 0.0 0.2
O -0.7495 -1.8572 0.6297 -0.1 -0.1 -0.1
O -0.1251 -4.0337 1.6040 0.0 0.0 0.0
C -2.5323 -3.1365 2.0691 0.0 0.0 0.0
F -2.9465 -4.0581 1.2102 0.0 0.0 0.0
F -3.2699 -2.0426 1.9460 0.0 0.0 -0.1
F -2.6847 -3.6133 3.3099 0.0 -0.1 0.0
Se 5.7543 -2.3607 -4.3314 -0.1 0.0 0.1
N 4.0426 -1.9841 -4.6799 -0.1 0.0 0.0
C 3.4885 -1.6252 -3.5542 0.1 0.0 0.0
C 2.0912 -1.2240 -3.4259 0.0 0.0 0.0
C 1.2263 -1.1617 -4.5196 -0.1 0.0 0.0
C -0.0657 -0.7345 -4.3205 0.0 0.0 0.0
C -0.4694 -0.3820 -3.0312 0.1 -0.1 -0.1
N 0.3391 -0.4640 -1.9867 -0.1 0.0 -0.1
C 1.6006 -0.8713 -2.1695 0.1 0.0 0.1
C 2.4739 -0.8966 -0.9749 -0.1 0.0 -0.1
N 1.9153 -0.5565 0.1923 0.0 0.0 0.0
C 2.6792 -0.5066 1.2718 0.1 0.0 0.0
C 4.0392 -0.8179 1.2507 0.0 0.0 -0.1
C 4.6167 -1.1969 0.0595 -0.1 0.0 0.1
C 3.8232 -1.2367 -1.0856 0.0 0.0 0.0
C 4.3533 -1.6222 -2.3906 0.0 0.0 0.0
N 5.5921 -1.9785 -2.5933 -0.1 0.0 0.0
H 1.5934 -1.4421 -5.4978 0.0 0.0 0.0
H -0.7749 -0.6711 -5.1332 0.0 0.0 0.0
H -1.4682 -0.0275 -2.8335 -0.1 0.0 0.0
H 2.1989 -0.2122 2.1961 0.0 0.0 0.0
H 4.6112 -0.7652 2.1660 0.0 0.0 0.0
H 5.6635 -1.4595 -0.0142 0.0 0.0 0.0
C 0.8127 3.8004 1.4427 0.0 0.0 0.0
C -0.2287 3.0581 0.6098 -0.1 0.0 -0.1
C -0.8719 3.9741 -0.4290 0.0 0.0 0.0
O 0.3637 1.9718 -0.0250 0.2 0.0 0.1
H 0.3761 4.6501 1.9753 0.0 0.0 0.0
H 1.6101 4.1667 0.7915 0.0 0.0 0.0
H 1.2538 3.1229 2.1753 0.0 0.0 0.0
H -1.0272 2.7279 1.2987 0.0 0.0 0.0
H -0.1035 4.3640 -1.1015 0.0 0.0 0.0
H -1.3876 4.8185 0.0390 0.0 0.0 0.0
H -1.5887 3.4027 -1.0202 0.0 0.0 0.0
C -5.4415 2.4068 -3.7260 0.0 0.0 0.0
C -5.3398 1.2382 -2.7710 0.0 0.0 0.0
O -4.0541 1.2834 -2.1619 0.0 0.1 0.0
P -3.6194 0.1587 -1.0726 -0.1 0.2 -0.1
O -2.2810 0.6656 -0.6189 0.1 -0.4 0.2
Te -3.8668 -1.9930 -1.9868 0.1 0.0 0.0
O -4.7282 0.3497 0.0778 0.0 -0.1 0.0
C -4.7425 1.5907 0.8049 -0.1 0.0 0.0
C -4.0555 1.4425 2.1402 0.0 0.0 0.0
H -6.4303 2.4315 -4.1877 0.0 0.0 0.0
H -4.6933 2.3220 -4.5137 0.0 0.0 0.0
H -5.2790 3.3487 -3.2017 0.0 0.0 0.0
H -5.4566 0.2826 -3.2915 0.0 0.0 0.0
H -6.1121 1.2931 -1.9965 0.0 0.0 0.0
H -5.8000 1.8365 0.9323 0.0 0.0 0.0
H -4.2773 2.3778 0.2064 0.0 0.0 0.0
H -4.5646 0.7013 2.7555 0.0 0.0 0.0
H -4.0620 2.3987 2.6681 0.0 0.0 0.0
H -3.0223 1.1314 2.0024 0.0 0.0 0.0
```
Positions in Å, forces in eV/Å.

Calculated values
<S²>   6.0082
E_HOMO (spin up / spin down)   -4.52 / -4.52 eV
Charge   -1
2S+1   5
Orbital gap (spin up / spin down)   0.20279 / 0.20277 Ha

Löwdin population analysis, charges in e, atoms 1 to 8: Fe 0.7321; F 0.1330; C -0.6728; F 0.1387; F 0.1377; S 0.5895; O -0.3104; O -0.2775


[6]
Formula: C7H12
Source: the OMol25 dataset
Level of theory: ωB97M-V/def2-TZVPD

Geometry as XYZ:
```
19
Properties=species:S:1:pos:R:3:forces:R:3
C -0.0004 -2.0003 -1.7175 1.4 0.4 1.2
C -0.1717 1.2864 -1.5433 -0.1 0.0 0.0
C -0.4483 1.4427 -0.2414 -0.4 0.2 -0.4
C -1.1454 0.5315 0.7553 -0.2 0.0 -0.4
C -0.1280 0.0692 1.8180 -0.5 0.1 -0.1
C 1.3304 -0.1922 1.5113 0.9 -0.5 -0.3
C 1.0531 0.9314 2.0447 0.3 1.1 1.2
H -0.6404 -1.9873 -2.6770 1.8 1.4 0.9
H -0.7974 -2.1386 -0.9781 0.5 0.3 0.4
H 0.4953 -2.9596 -1.7803 0.2 -0.3 0.1
H 0.6761 1.7972 -1.9995 -0.5 0.8 0.1
H -0.6918 0.6701 -2.2723 0.2 -0.7 0.7
H -0.1104 2.3915 0.1878 0.6 -0.6 0.2
H -1.6114 -0.3460 0.3121 0.1 0.0 -0.4
H -1.9685 1.0510 1.2660 0.3 0.1 0.0
H -0.5845 -0.4382 2.6854 0.1 0.1 -0.4
H 2.2256 -0.7432 1.2343 -0.7 -0.3 -0.2
H 1.0783 -1.1917 -1.1141 -3.9 -2.0 -2.6
H 1.4393 1.8262 2.5085 -0.1 0.0 -0.1
```
Positions in Å, forces in eV/Å.

Calculated values
E_HOMO   -8.97 eV
Charge   0
2S+1   1
Orbital gap   0.36714 Ha

Löwdin population analysis, charges in e, atoms 1 to 8: C -0.0951; C -0.0269; C -0.1962; C -0.1839; C -0.2578; C -0.0367; C -0.0663; H 0.0383


Taking the records one at a time from the top gives largest force on an atom values of 5.41 5.35 2.31 3.77 0.45 5.16 eV/A.
Taking the records one at a time from the top gives molar mass values of 586.84 159.19 137.20 136.10 944.94 96.17 g mol⁻¹.